1.
The following is a DFT calculation (the ωB97M-V functional and the def2-TZVPD basis) of a molecular structure, C40H46HfN10O4S2 at a distorted geometry.

Computed properties:
- Energy above the lowest of the compared OMol25 structures with the same formula, charge and spin: 0.000 eV
- LUMO level: -5.09 eV
- Gap between HOMO and LUMO: 6.96 eV
- Total charge: +2

The geometry in XYZ format:
```
103
Properties=species:S:1:pos:R:3:mulliken_charge:R:1
Hf -0.73315 0.94858 0.45160 0.34
C -3.42877 1.73599 3.47049 -1.46
C -2.99484 2.55567 2.26406 0.11
C -3.61820 2.13277 0.92281 -1.46
N -2.59203 1.87272 -0.07673 0.26
C -2.94559 1.89651 -1.38182 0.92
C -4.27619 1.87485 -1.79491 -0.77
C -4.84231 1.99125 -3.06259 -0.79
C -4.24466 2.24318 -4.27774 -0.67
C -2.88282 2.41433 -4.49505 -0.91
C -1.81987 2.27014 -3.62703 -0.27
C -1.78618 1.87349 -2.27464 0.23
N -0.65505 1.61665 -1.63015 1.33
C 0.62341 1.53448 -2.32081 -1.03
C 1.46995 0.51425 -1.57671 -1.64
C 0.78697 -0.84854 -1.54843 -0.77
N -0.32190 -0.82933 -0.59743 0.72
C -1.18267 -1.84062 -0.52562 1.09
C -0.96254 -3.01048 -1.28436 -0.53
C -1.74849 -4.11706 -1.50317 -0.82
C -3.03024 -4.39132 -1.03403 -0.79
C -3.72485 -3.62669 -0.13183 -0.90
C -3.34763 -2.47250 0.56242 -0.59
C -2.22025 -1.65806 0.48724 0.58
N -2.00882 -0.59602 1.33991 0.77
C -2.92639 -0.61683 2.50123 -1.65
C -2.70685 0.40130 3.61596 -0.68
H -3.26930 2.31744 4.38060 0.50
H -4.50831 1.56248 3.41892 0.37
H -3.19964 3.61467 2.43099 0.73
H -1.89482 2.53116 2.19884 -0.37
H -4.26218 1.25837 1.06565 0.53
H -4.26807 2.93281 0.55790 0.91
H -4.99931 1.74333 -1.00175 0.43
H -5.92235 1.89989 -3.07885 0.39
H -4.89600 2.34710 -5.13495 0.39
H -2.60063 2.68683 -5.50603 0.42
H -0.85082 2.45506 -4.07079 0.44
H 0.49911 1.18948 -3.35086 0.71
H 1.10957 2.51624 -2.35993 0.27
H 2.46048 0.42799 -2.02388 0.51
H 1.67523 0.85763 -0.54279 0.26
H 0.41281 -1.06855 -2.55594 0.98
H 1.49592 -1.62860 -1.27918 0.30
H -0.00811 -3.03765 -1.79162 0.48
H -1.30824 -4.86468 -2.15269 0.45
H -3.50476 -5.29455 -1.39330 0.40
H -4.71334 -3.98687 0.12977 0.40
H -4.09471 -2.16728 1.27664 0.42
H -3.96561 -0.51120 2.17161 0.38
H -2.85633 -1.62006 2.93471 1.06
H -3.05393 -0.06946 4.53783 0.53
H -1.64264 0.57601 3.76899 -0.07
N 0.80838 4.87835 2.07511 -0.01
C 0.33408 5.49628 0.92686 0.20
C 0.26086 6.84250 0.59093 -1.29
C -0.27375 7.13270 -0.64495 -0.53
C -0.70831 6.11239 -1.50513 -1.19
C -0.62221 4.77963 -1.16230 0.34
C -0.08999 4.46210 0.08818 0.19
N 0.14461 3.23122 0.73089 0.26
C 0.66320 3.55674 1.89902 0.00
C 0.95909 2.53066 2.88174 -0.55
C 1.67851 2.59368 4.03194 -0.49
S 1.67816 1.05960 4.78363 -0.16
C 0.76173 0.42904 3.51453 -0.52
N 0.43231 1.29582 2.58915 0.42
H 1.14798 5.33040 2.90765 0.24
H 0.60120 7.62066 1.25949 0.46
H -0.35721 8.16357 -0.95956 0.41
H -1.12206 6.38064 -2.46753 0.51
H -0.96040 4.02313 -1.84797 0.41
H 2.19970 3.43482 4.45742 0.52
H 0.46162 -0.60627 3.49227 0.33
C 4.02236 -5.17728 -3.68548 -1.19
C 4.95101 -4.72910 -2.56514 -0.55
S 4.02769 -4.01046 -1.23558 1.32
O 3.47845 -2.74784 -1.68792 -0.66
O 3.13252 -4.99828 -0.68838 -0.74
C 5.24708 -3.61660 0.01991 -0.91
C 4.63089 -3.56735 1.42693 -1.03
N 3.35839 -2.83436 1.51998 0.26
C 3.16357 -1.50571 1.28509 0.71
N 1.88526 -1.17803 1.33230 0.46
C 1.20743 -2.33801 1.59218 -0.87
C 2.09334 -3.35800 1.69398 -0.49
N 1.76626 -4.72423 2.02301 1.26
O 0.62247 -5.05408 1.79517 -0.64
O 2.62914 -5.43167 2.50249 -0.69
C 4.26148 -0.56239 0.95563 -1.89
H 4.62255 -5.59160 -4.49299 0.41
H 3.45435 -4.33676 -4.08208 0.32
H 3.33301 -5.94315 -3.33583 0.33
H 5.65036 -3.96096 -2.89928 0.37
H 5.51380 -5.56395 -2.14635 0.42
H 5.70371 -2.67456 -0.28001 0.42
H 6.02039 -4.38504 0.01744 0.64
H 5.34262 -3.11332 2.11645 0.42
H 4.42593 -4.57071 1.78166 0.42
H 0.13661 -2.39101 1.69170 0.85
H 5.13130 -0.70028 1.59895 0.49
H 3.89424 0.45414 1.08436 0.36
H 4.58229 -0.67338 -0.08217 0.23
```

---

2.
The following is a DFT calculation (the ωB97M-V functional and the def2-TZVPD basis) of a molecular structure, C40H47BMoN7S4.

Computed properties:
- Energy above the lowest of the compared OMol25 structures with the same formula, charge and spin: 0.000 eV
- LUMO level (alpha / beta): -10.23 / -10.23 eV
- Gap between HOMO and LUMO (alpha / beta): 6.05 / 6.05 eV
- Total charge: +3

The geometry in XYZ format:
```
100
Properties=species:S:1:pos:R:3:mulliken_charge:R:1
Mo 0.05231 0.01838 0.32360 -1.77
C -0.21532 -1.27287 -5.06605 -1.75
C -0.74049 -0.04264 -4.39625 -0.08
C -1.16180 1.07809 -5.06417 -0.08
C -1.64287 2.22932 -4.38364 -0.07
N -1.72871 2.23712 -3.07294 -0.88
N -1.30705 1.14907 -2.44048 1.09
B -1.65396 0.90234 -0.98161 0.94
N -1.72034 2.22515 -0.18112 1.12
N -2.92037 2.67567 0.13024 -0.39
C -3.01755 3.86395 0.70242 -0.45
C -1.85787 4.60934 0.99706 -0.25
C -0.60238 4.12102 0.71472 0.10
C 0.65908 4.86587 1.01754 -1.89
C -0.57688 2.86438 0.09282 1.28
S 0.91175 2.02954 -0.37807 -0.45
C -4.43175 4.33715 0.98283 2.06
C -5.13496 3.28437 1.85217 -1.47
C -4.44283 5.68955 1.69518 -2.23
C -5.15435 4.46172 -0.37130 -1.49
N -2.98297 0.13863 -0.92365 0.76
N -3.83988 0.37196 -1.91644 -0.39
C -5.01957 -0.20173 -1.85920 -0.01
C -5.36047 -1.04133 -0.76944 -0.36
C -4.47358 -1.28852 0.24218 0.06
C -4.76565 -2.17631 1.41121 -1.83
C -3.22334 -0.65277 0.10917 0.96
S -1.95261 -0.79428 1.27787 -0.20
C -6.00465 0.07431 -2.97636 2.14
C -6.39703 -1.25792 -3.63349 -1.79
C -7.24496 0.74158 -2.35855 -1.51
C -5.39379 1.00414 -4.02345 -2.11
C -0.81454 0.05017 -2.99404 0.55
S -0.21447 -1.13129 -1.85944 -0.61
C -2.05344 3.47471 -5.14222 2.00
C -2.63244 4.52534 -4.19531 -1.82
C -3.10820 3.10470 -6.19650 -1.48
C -0.80148 4.03695 -5.83757 -1.75
H -0.25078 -1.17475 -6.14809 0.44
H -0.79624 -2.15079 -4.77780 0.39
H 0.81842 -1.45893 -4.76831 0.35
H -1.11913 1.09183 -6.14620 0.49
H -1.95566 5.57706 1.47053 0.75
H 0.47636 5.67666 1.71864 0.47
H 1.06499 5.30241 0.10132 0.35
H 1.42045 4.20523 1.43250 0.48
H -4.63787 3.17229 2.81905 0.26
H -5.16053 2.31430 1.35392 0.18
H -6.16064 3.60046 2.04015 0.47
H -3.94260 5.64712 2.66572 0.48
H -5.47529 5.98450 1.87694 0.42
H -3.98612 6.47474 1.08942 0.43
H -5.17426 3.50500 -0.89598 0.13
H -4.66607 5.20098 -1.00972 0.39
H -6.17975 4.78922 -0.20162 0.50
H -6.34003 -1.50133 -0.74279 0.53
H -5.77521 -2.57516 1.35475 0.43
H -4.66105 -1.62931 2.35025 0.41
H -4.06574 -3.01384 1.44080 0.40
H -6.85690 -1.95038 -2.92697 0.39
H -5.53212 -1.74722 -4.08534 0.38
H -7.12558 -1.06673 -4.42101 0.47
H -7.75449 0.08981 -1.64684 0.41
H -7.95606 0.97743 -3.14987 0.47
H -6.98214 1.67261 -1.85129 0.17
H -4.50894 0.55721 -4.48286 0.33
H -5.10784 1.96180 -3.58458 0.29
H -6.12850 1.18748 -4.80717 0.63
H -3.51186 4.14364 -3.67259 0.28
H -2.93097 5.39877 -4.77395 0.50
H -1.89905 4.84423 -3.45314 0.30
H -4.01296 2.71325 -5.72924 0.21
H -2.74343 2.37395 -6.91945 0.38
H -3.37764 4.00117 -6.75459 0.52
H -0.02775 4.29640 -5.11238 0.38
H -1.07084 4.94011 -6.38449 0.47
H -0.38090 3.33107 -6.55608 0.37
S 1.74619 -0.85163 4.37607 -0.28
C 0.45846 0.27164 4.71383 0.61
C 0.04806 0.76101 5.94811 -0.74
C -0.99891 1.66116 5.96424 -0.71
C -1.61775 2.06949 4.77693 -0.86
C -1.20551 1.58293 3.55223 0.57
C -0.15672 0.66762 3.52690 -0.95
N 0.42993 0.08654 2.39812 0.34
C 1.44382 -0.71514 2.71266 0.90
C 2.18860 -1.36871 1.64510 0.66
C 3.36469 -2.04446 1.91023 -1.13
C 4.10729 -2.58385 0.86405 -0.69
C 3.67488 -2.42343 -0.44344 -1.03
C 2.48323 -1.76725 -0.71772 0.34
C 1.69552 -1.22020 0.30748 0.61
H 0.53181 0.44895 6.86384 0.46
H -1.34376 2.05700 6.90948 0.44
H -2.43306 2.77885 4.82608 0.48
H -1.68671 1.89419 2.63268 0.37
H 3.72123 -2.13852 2.92914 0.44
H 5.02799 -3.11174 1.07323 0.44
H 4.26385 -2.81324 -1.26271 0.48
H 2.19106 -1.66785 -1.75041 0.64
```

---

3.
The following is a DFT calculation (the ωB97M-V functional and the def2-TZVPD basis) of a molecular structure, C40H47FNO9P2S2TeTl at a distorted geometry.

Computed properties:
- Energy above the lowest of the compared OMol25 structures with the same formula, charge and spin: 2.569 eV
- LUMO level: 3.72 eV
- Gap between HOMO and LUMO: 4.25 eV
- Total charge: -2

The geometry in XYZ format:
```
104
Properties=species:S:1:pos:R:3:mulliken_charge:R:1
Tl -0.40259 0.16395 -0.04205 1.52
O 1.36283 -2.24237 3.24697 -0.51
P 0.35897 -0.91630 3.45757 0.55
O 0.46820 -0.49723 4.86597 -0.86
O 0.72316 0.00035 2.34011 -0.38
O -1.09951 -1.59279 3.24229 -0.50
P -1.74769 -2.41180 1.98836 0.78
O -0.41627 -3.24821 1.47796 -0.48
O -2.73622 -3.38272 2.48876 -0.89
O -2.17337 -1.47281 0.89795 -0.34
H 1.22401 -2.80563 4.00816 0.22
H 0.37298 -2.79424 1.80893 0.34
O -0.92777 0.26789 -2.85111 -0.27
S -2.15673 -0.17692 -3.51747 -0.03
C -3.16716 -1.13814 -2.28285 -0.09
C -3.13385 -2.59035 -2.72482 -1.21
C -1.72450 -3.17615 -2.57648 0.04
C -1.49101 -3.78817 -1.20787 -0.78
S 0.29536 -3.74387 -0.73497 0.29
O 0.71300 -2.34208 -0.89146 -0.68
C 0.84251 -4.46990 -2.33792 0.32
C 0.72027 -5.83108 -2.56228 -0.25
C 1.16540 -6.37358 -3.75681 -0.74
C 1.75879 -5.55786 -4.70843 -0.37
C 1.89771 -4.19834 -4.47222 -1.01
C 1.43699 -3.65570 -3.28549 -0.13
C -3.23795 1.27466 -3.56197 0.13
C -3.18839 2.21215 -2.54134 0.06
C -3.97267 3.34667 -2.62044 -0.39
C -4.78922 3.55628 -3.72798 -0.54
C -4.84059 2.60610 -4.74139 -0.53
C -4.07002 1.46270 -4.65865 -0.48
H -4.17661 -0.73369 -2.30459 0.68
H -2.73337 -1.01087 -1.29099 -0.16
H -3.44140 -2.64676 -3.77396 0.31
H -3.84199 -3.17906 -2.13798 0.41
H -0.99698 -2.37340 -2.71848 -0.15
H -1.54333 -3.92708 -3.35145 0.34
H -1.80416 -4.82985 -1.14970 0.55
H -1.98834 -3.22320 -0.42064 0.35
H 0.26067 -6.45209 -1.80582 0.42
H 1.04286 -7.43139 -3.95042 0.37
H 2.11692 -5.98500 -5.63591 0.37
H 2.35536 -3.56105 -5.21474 0.46
H 1.51808 -2.59998 -3.07259 0.46
H -2.52831 2.04560 -1.70050 0.15
H -3.94545 4.06591 -1.81353 0.41
H -5.37363 4.46356 -3.80466 0.38
H -5.48125 2.76115 -5.59905 0.34
H -4.09813 0.71341 -5.43694 0.41
C 4.95607 -1.47630 1.26469 -1.66
Te 2.80178 -1.25437 0.74261 0.21
C 3.66352 -1.65045 -1.22600 -0.63
C 5.09275 -1.24302 -1.19192 0.32
C 5.78903 -0.94098 -2.35308 -0.61
C 7.11842 -0.55864 -2.29991 -0.70
C 7.75931 -0.46220 -1.07940 -0.48
C 7.06940 -0.75243 0.08522 -0.71
C 5.73824 -1.14373 0.04097 0.81
H 5.14119 -2.51964 1.53603 0.40
H 5.25221 -0.85572 2.10900 0.49
H 3.12687 -1.10588 -1.99768 0.05
H 3.57393 -2.71408 -1.45266 0.88
H 5.27586 -0.97849 -3.30380 0.42
H 7.65067 -0.31862 -3.20950 0.39
H 8.79133 -0.14122 -1.02881 0.38
H 7.57002 -0.66350 1.04154 0.42
C 0.87291 4.11664 -1.01440 -0.54
N 1.40759 4.17216 0.35649 0.17
C 2.84854 3.89377 0.34633 -0.70
C 0.65938 3.26239 1.28601 0.12
C -0.82273 3.54945 1.23186 0.25
C -1.26318 4.80589 1.65256 -0.67
C -2.60802 5.11896 1.58913 -0.71
C -3.49869 4.14717 1.15712 -0.68
C -3.03508 2.90132 0.77035 -0.62
C -1.67398 2.54230 0.74441 -0.08
H 1.18928 4.99572 -1.57418 0.37
H -0.21307 4.06640 -0.97910 0.43
H 1.27920 3.19921 -1.50949 -0.11
H 1.23611 5.11553 0.72160 0.41
H 3.00941 2.93639 -0.15641 0.06
H 3.23695 3.84294 1.36121 0.37
H 3.38049 4.66004 -0.21680 0.37
H 1.05089 3.42759 2.29433 0.47
H 0.85393 2.22673 1.00809 -0.59
H -0.56037 5.54963 2.03684 0.27
H -2.95729 6.10515 1.88271 0.36
H -4.56016 4.38167 1.12087 0.40
H -3.76985 2.16876 0.45298 0.51
F 4.90785 4.89982 -5.95909 -0.40
C 4.29541 4.05077 -5.03847 0.36
C 2.96710 3.68500 -5.22697 -0.55
C 2.35017 2.88662 -4.30195 -0.45
C 3.01853 2.42839 -3.12098 1.72
C 2.35799 1.69569 -2.16006 -2.03
C 4.38569 2.83645 -2.98884 -0.59
C 5.00916 3.61041 -3.93414 -0.61
H 2.44121 4.03013 -6.10862 0.40
H 1.32233 2.58114 -4.44765 0.41
H 1.39518 1.25723 -2.37068 0.16
H 2.89581 1.25971 -1.32742 -0.03
H 4.94081 2.48904 -2.12514 0.46
H 6.05365 3.88360 -3.83640 0.38
```

---

4.
The following is a DFT calculation (the ωB97M-V functional and the def2-TZVPD basis) of a molecular structure, C40H47IrN8P2S3Si.

Computed properties:
- Energy above the lowest of the compared OMol25 structures with the same formula, charge and spin: 0.535 eV
- LUMO level (alpha / beta): -3.36 / -4.80 eV
- Gap between HOMO and LUMO (alpha / beta): 6.34 / 6.04 eV
- <S²>: 8.779
- Total charge: +1
- Multiplicity: 6

The geometry in XYZ format:
```
102
Properties=species:S:1:pos:R:3:lowdin_spin:R:1
Ir -0.19952 0.26985 -0.27045 2.34
C 2.50241 3.56916 -4.74983 0.02
Si 3.93508 3.08270 -3.66327 0.01
C 5.07198 1.90344 -4.55518 0.00
C 4.85659 4.62970 -3.14684 0.00
C 3.43053 2.19130 -2.04808 0.02
C 4.46255 1.94903 -1.14877 0.00
C 4.26641 1.21536 0.01764 0.01
C 2.99936 0.75016 0.27707 0.01
N 1.97076 1.00476 -0.53595 0.11
C 2.17598 1.68019 -1.68164 0.04
S 0.74248 1.85318 -2.65482 0.60
H 2.91437 4.14244 -5.58284 0.00
H 1.77863 4.20413 -4.24093 0.01
H 1.97448 2.71340 -5.16235 0.00
H 5.41284 2.33694 -5.49395 0.00
H 4.55811 0.97103 -4.78827 0.00
H 5.95546 1.65917 -3.96694 0.00
H 5.39812 5.03992 -3.99766 0.00
H 5.58097 4.46188 -2.35276 0.00
H 4.15820 5.39743 -2.81455 0.00
H 5.45775 2.31672 -1.36525 0.00
H 5.07565 1.00545 0.70169 0.00
H 2.77655 0.16216 1.15446 0.00
C 1.44676 0.44274 3.47890 0.03
P -0.06807 0.24955 2.48418 0.12
C -0.61693 -1.42441 3.00461 0.00
N -0.55173 -1.71955 4.27845 0.00
C -1.22402 -2.81613 4.69887 0.00
C -1.18606 -3.18128 6.06837 0.00
C -1.94628 -4.22242 6.50460 0.00
C -2.77702 -4.94574 5.60658 0.00
C -2.81812 -4.62735 4.28337 0.00
C -2.02368 -3.55787 3.79912 0.00
N -1.97607 -3.30548 2.47026 0.01
C -1.24116 -2.29666 2.07693 0.01
P -0.80213 -2.20978 0.30048 0.16
C -2.24391 -2.97736 -0.47956 0.02
C 0.58653 -3.47734 0.22411 0.02
C 0.59487 -4.17917 -1.13612 0.01
C 1.90390 -2.74545 0.46936 0.01
C 0.43273 -4.56387 1.29878 0.01
C -1.33435 1.32536 3.33609 0.02
C -2.61281 1.26422 2.49606 0.00
C -1.69445 0.89565 4.76310 0.01
C -0.75836 2.74506 3.44052 0.00
H 1.20469 0.29439 4.53114 0.01
H 1.87803 1.43052 3.33060 0.00
H 2.17915 -0.31266 3.19723 0.00
H -0.56059 -2.60650 6.73595 0.00
H -1.92882 -4.50564 7.54738 0.00
H -3.37577 -5.76178 5.98481 0.00
H -3.42721 -5.17249 3.57735 0.00
H -2.42173 -3.95369 -0.02875 0.01
H -2.07712 -3.08883 -1.54839 0.00
H -3.11585 -2.34326 -0.32156 0.00
H 0.71189 -3.50998 -1.98668 0.01
H -0.30694 -4.77187 -1.28297 0.00
H 1.44296 -4.86581 -1.15075 0.00
H 2.11471 -1.99720 -0.29442 0.00
H 2.72065 -3.46880 0.46664 0.00
H 1.90652 -2.25830 1.44853 0.00
H -0.53473 -5.06070 1.26012 0.00
H 0.57693 -4.17447 2.30622 0.00
H 1.20342 -5.31521 1.12306 0.00
H -3.10219 0.29666 2.62090 0.00
H -2.43958 1.41660 1.43043 0.00
H -3.30841 2.03259 2.83642 0.00
H -2.22686 -0.04976 4.79694 0.00
H -2.35485 1.66304 5.17205 0.00
H -0.82890 0.82864 5.41891 0.00
H -0.17005 3.04800 2.58164 0.00
H -0.12729 2.82904 4.32519 0.00
H -1.57654 3.45767 3.54885 0.00
S 0.63417 -0.89332 -2.36683 0.59
C -0.84169 -1.24119 -3.15895 0.06
C -0.79423 -2.21752 -4.20641 0.01
N -0.73336 -2.99516 -5.04791 0.00
C -2.02563 -0.65710 -2.80775 0.12
S -2.21540 0.47344 -1.53163 0.41
C -3.22628 -1.00023 -3.51309 0.01
N -4.21152 -1.26636 -4.03801 0.04
N 3.60954 10.35246 0.37111 0.00
C 2.96721 9.40464 0.31763 0.00
C 2.16297 8.21648 0.25128 0.00
C 2.64978 7.09108 -0.40741 0.00
C 1.87543 5.94730 -0.48293 0.00
C 0.62656 5.93503 0.12345 0.00
C 0.13292 7.05024 0.78531 0.00
C 0.90247 8.19886 0.84111 0.00
N -0.15467 4.75014 0.07106 0.00
C -1.52113 4.65166 -0.05066 0.00
C -1.80301 3.32390 -0.06405 0.01
N -0.64001 2.60306 0.06197 0.11
C 0.32238 3.49308 0.13113 0.01
H 3.62589 7.11973 -0.86965 0.00
H 2.23118 5.08477 -1.02867 0.00
H -0.83260 7.01939 1.26772 0.00
H 0.53419 9.07643 1.35268 0.00
H -2.14532 5.51748 -0.15727 0.00
H -2.76295 2.85807 -0.17773 0.00
H 1.36819 3.28248 0.26108 0.00
```